This record from OMol25 describes a 15-piece molecular cluster, C49H108F12O41S11 overall. The level of theory is wB97M-V/def2-TZVPD.

Each line ends with the Löwdin charge.
CARTESIAN COORDINATES (ANGSTROEM)
O: -3.6696 4.1403 -3.2742  -0.304
S: -2.8199 4.2671 -4.4335  0.678
O: -3.2248 3.9699 -5.8218  -0.310
O: -1.9559 5.6984 -4.4765  -0.272
C: -1.4080 6.1990 -3.2479  -0.229
C: -0.0204 6.9480 -3.6892  -0.040
C: -1.3576 3.1390 -4.2568  -0.093
H: -1.4364 5.5004 -2.4117  0.101
H: -1.8901 7.1068 -2.8852  0.100
H: -0.1578 7.6496 -4.5120  0.070
H: 0.6867 6.2135 -4.0748  0.053
H: 0.5219 7.4033 -2.8605  0.066
H: -0.7121 3.1833 -5.1340  0.075
H: -1.6108 2.0794 -4.2234  0.045
H: -0.9713 3.4776 -3.2955  0.039
O: 5.5547 -0.2307 -0.4540  -0.307
S: 5.6277 -0.3834 -1.8803  0.683
O: 6.1202 0.7269 -2.7210  -0.304
O: 6.4846 -1.7903 -2.0765  -0.289
C: 6.1269 -3.0113 -1.3807  -0.248
C: 7.5016 -3.3660 -0.7533  -0.062
C: 3.8984 -0.8429 -2.5398  -0.060
H: 5.8002 -3.8582 -1.9841  0.113
H: 5.4528 -2.8797 -0.5343  0.096
H: 7.4028 -3.9556 0.1581  0.067
H: 8.1497 -2.5086 -0.5718  0.087
H: 7.8338 -4.0912 -1.4961  0.069
H: 4.0150 -0.6353 -3.6035  0.055
H: 3.1691 -0.1781 -2.0768  0.033
H: 3.8042 -1.9191 -2.3952  0.057
O: -3.6560 6.5266 -0.2755  -0.305
S: -5.0809 6.1797 -0.3046  0.660
O: -5.4851 4.8585 0.0707  -0.302
O: -5.9609 7.2341 0.6419  -0.266
C: -5.4256 7.4891 1.9359  -0.298
C: -5.6583 6.4256 2.9295  -0.078
C: -5.8164 6.6314 -1.9713  -0.067
H: -6.0155 8.3731 2.1783  0.125
H: -4.4164 7.8921 1.8515  0.122
H: -5.4038 6.8958 3.8793  0.087
H: -5.1630 5.4753 2.7300  0.062
H: -6.6651 6.0599 3.1314  0.087
H: -6.8581 6.3124 -2.0056  0.071
H: -5.1185 6.1887 -2.6820  0.040
H: -5.7356 7.7175 -2.0145  0.064
O: 1.5211 0.4462 -3.8219  -0.324
S: 0.9237 -0.2374 -4.9891  0.720
O: -0.1012 0.4189 -5.7902  -0.305
O: 2.2581 -0.7189 -5.9563  -0.282
C: 2.0953 -1.5411 -7.1078  -0.283
C: 2.0901 -0.7845 -8.4517  -0.042
C: 0.1878 -1.8445 -4.3590  -0.061
H: 1.2677 -2.2332 -6.9528  0.107
H: 3.0070 -2.1296 -7.0046  0.119
H: 1.3905 -1.3125 -9.0998  0.076
H: 3.0428 -0.8608 -8.9757  0.074
H: 1.7845 0.1918 -8.0757  0.079
H: 1.0422 -2.3903 -3.9589  0.064
H: -0.2379 -2.3571 -5.2216  0.044
H: -0.5684 -1.5621 -3.6265  0.060
O: 1.8942 -4.7520 -2.1518  -0.295
S: 2.2982 -5.9165 -1.3593  0.685
O: 1.6037 -7.1893 -1.6287  -0.329
O: 3.9015 -6.2633 -1.4888  -0.286
C: 4.4936 -7.5042 -1.2428  -0.266
C: 5.3903 -7.2967 0.0063  -0.058
C: 2.1096 -5.5397 0.4480  -0.081
H: 5.1209 -7.7062 -2.1110  0.128
H: 3.7854 -8.3020 -1.0191  0.115
H: 6.2465 -6.7312 -0.3615  0.061
H: 5.9588 -8.2228 0.0904  0.076
H: 5.0187 -6.8366 0.9219  0.079
H: 2.4195 -6.3438 1.1155  0.067
H: 1.0557 -5.4779 0.7193  0.055
H: 2.6638 -4.6381 0.7089  0.040
O: 3.2498 0.1423 1.9334  -0.316
S: 3.2900 -1.3184 2.2646  0.687
O: 3.2820 -2.4204 1.2965  -0.315
O: 4.5099 -1.5721 3.2702  -0.292
C: 5.8416 -1.1483 2.8889  -0.182
C: 6.9200 -1.7746 3.9820  -0.035
C: 1.9785 -1.5971 3.5719  -0.090
H: 5.9861 -0.0681 2.9104  0.102
H: 6.0467 -1.5801 1.9093  0.092
H: 6.8613 -2.8620 3.9355  0.056
H: 6.7975 -1.5341 5.0381  0.061
H: 7.9320 -1.4438 3.7483  0.062
H: 2.1848 -2.3565 4.3261  0.068
H: 1.1823 -1.9843 2.9360  0.032
H: 1.7557 -0.6363 4.0359  0.032
O: 1.5046 7.8642 1.1614  -0.262
S: 0.4818 8.3143 1.9988  0.634
O: -0.4350 9.3655 1.5872  -0.298
O: -0.4498 6.9979 2.4897  -0.234
C: 0.1577 5.7861 2.8071  -0.306
C: -0.5404 5.2620 4.0277  -0.074
C: 1.1565 8.9837 3.5782  -0.096
H: 1.2358 5.8465 2.9557  0.106
H: -0.0294 4.9886 2.0880  0.100
H: -1.5985 5.0356 3.8964  0.074
H: -0.4823 5.7909 4.9791  0.083
H: -0.1385 4.2696 4.2318  0.052
H: 1.8199 8.1846 3.9092  0.053
H: 0.2981 8.9741 4.2500  0.064
H: 1.6312 9.9627 3.5112  0.074
O: 5.1498 2.3570 3.9636  -0.319
S: 3.7804 2.4613 4.5617  0.738
O: 3.0240 1.2768 5.0470  -0.315
O: 3.8445 3.7143 5.6922  -0.288
C: 3.0773 3.5363 6.9347  -0.228
C: 2.7953 5.0191 7.4211  -0.066
C: 2.8353 3.4656 3.3364  -0.094
H: 3.7779 3.2197 7.7074  0.105
H: 2.2615 2.8252 7.0642  0.112
H: 2.3285 4.9461 8.4033  0.070
H: 2.0355 5.6165 6.9171  0.055
H: 3.7126 5.6074 7.3965  0.075
H: 2.0662 3.9674 3.9236  0.041
H: 2.5462 2.7137 2.6021  0.052
H: 3.4426 4.2241 2.8425  0.073
O: 2.6930 4.3648 0.0361  -0.303
S: 2.7764 4.1357 -1.3864  0.684
O: 1.5453 4.3292 -2.1219  -0.306
O: 3.9755 5.0855 -2.0459  -0.227
C: 4.0920 6.3741 -1.5445  -0.374
C: 5.0269 6.5739 -0.4761  -0.079
C: 3.4047 2.3611 -1.7485  -0.056
H: 3.0854 6.6766 -1.2558  0.107
H: 4.3031 7.1167 -2.3139  0.133
H: 5.9888 6.5001 -0.9835  0.089
H: 4.9596 5.7591 0.2448  0.081
H: 4.9368 7.5542 -0.0082  0.096
H: 2.5086 1.7765 -1.9567  0.031
H: 3.7738 1.9904 -0.7922  0.060
H: 4.0903 2.3208 -2.5949  0.066
O: -5.4020 -8.3006 -1.3732  -0.309
S: -4.1984 -9.0525 -1.7498  0.659
O: -3.9876 -9.5414 -3.1179  -0.301
O: -2.9097 -8.1401 -1.4843  -0.256
C: -2.8704 -7.2605 -0.3677  -0.252
C: -2.0402 -5.9996 -0.7145  -0.044
C: -4.0622 -10.4651 -0.5022  -0.083
H: -2.3685 -7.6809 0.5037  0.116
H: -3.8222 -6.8973 0.0199  0.114
H: -2.4628 -5.1683 -1.2789  0.063
H: -1.0941 -6.3737 -1.1056  0.059
H: -1.7568 -5.4399 0.1769  0.052
H: -4.7787 -11.1714 -0.9217  0.062
H: -4.2886 -10.0674 0.4870  0.061
H: -3.0478 -10.8634 -0.4816  0.063
O: -0.7763 -4.9719 6.3155  -0.312
S: -1.1266 -3.6146 5.8490  0.755
O: -0.1896 -2.9945 4.8864  -0.307
O: -2.6744 -3.9142 5.1969  -0.237
C: -2.6951 -3.9538 3.8437  -0.347
C: -2.0197 -5.2485 3.3536  -0.053
C: -1.5528 -2.5001 7.2722  -0.086
H: -2.2547 -3.0822 3.3594  0.097
H: -3.7164 -4.0267 3.4700  0.124
H: -2.8432 -5.9433 3.1885  0.076
H: -1.5646 -5.7074 4.2313  0.061
H: -1.3516 -5.0527 2.5149  0.064
H: -2.2408 -1.6819 7.0591  0.069
H: -0.6664 -1.9508 7.5893  0.069
H: -1.8726 -3.2229 8.0228  0.066
C: -4.9753 1.8326 1.7311  -0.053
C: -4.1507 1.9876 2.9407  -0.217
O: -2.8831 1.3013 2.9489  0.034
C: -1.9598 1.6661 3.8517  -0.321
O: -2.0102 2.6286 4.6291  0.112
C: -0.7448 0.7099 3.8654  -0.659
F: -0.8239 -0.1026 2.8476  0.191
F: 0.3632 1.3715 3.7344  0.203
F: -0.8330 0.0793 4.9871  0.222
H: -4.7469 2.7035 1.1168  0.059
H: -6.0236 1.7183 2.0070  0.099
H: -4.6778 0.8547 1.3526  0.079
H: -4.6481 1.6258 3.8406  0.136
H: -4.0661 3.0740 2.9689  0.117
C: -0.2823 2.7791 0.3595  -0.030
C: -1.5641 2.0437 -0.0789  -0.141
O: -1.5615 0.6899 0.4353  -0.016
C: -0.9759 -0.3649 -0.1792  -0.314
O: -0.0679 -0.3052 -1.0342  0.123
C: -1.4654 -1.7344 0.2809  -0.572
F: -1.6239 -2.4498 -0.8089  0.191
F: -0.6019 -2.3281 1.1021  0.172
F: -2.6389 -1.6019 0.9287  0.155
H: -0.2386 3.6953 -0.2294  0.071
H: 0.6669 2.2582 0.2344  0.083
H: -0.4033 3.1281 1.3851  0.055
H: -1.4948 1.8516 -1.1496  0.106
H: -2.4655 2.6470 0.0288  0.127
C: -1.2579 -7.5781 -4.8858  -0.036
C: -0.8414 -6.3131 -4.1681  -0.235
O: -1.9017 -5.3665 -4.0737  -0.004
C: -2.3951 -4.6277 -5.1637  -0.293
O: -1.8093 -4.3260 -6.1911  0.143
C: -3.7140 -3.9321 -4.8326  -0.598
F: -4.4280 -4.7347 -3.9992  0.143
F: -3.4858 -2.7584 -4.3215  0.202
F: -4.4632 -3.7641 -5.8887  0.203
H: -0.3298 -8.1173 -5.0755  0.087
H: -1.7060 -7.3647 -5.8563  0.086
H: -1.8676 -8.0409 -4.1098  0.065
H: -0.0220 -5.8573 -4.7240  0.117
H: -0.3825 -6.5858 -3.2177  0.091
C: -4.0293 0.3944 -3.2930  -0.017
C: -5.4329 -0.1643 -2.8934  -0.251
O: -5.3022 -1.4049 -2.3817  0.004
C: -5.7432 -1.7096 -1.1015  -0.249
O: -6.2624 -0.9289 -0.2677  0.114
C: -5.6340 -3.2423 -0.7964  -0.446
F: -4.6476 -3.8165 -1.5201  0.139
F: -5.2776 -3.2982 0.5222  0.125
F: -6.8339 -3.9035 -1.0050  0.139
H: -3.5710 -0.2949 -4.0022  0.068
H: -3.4197 0.4121 -2.3896  0.067
H: -4.0865 1.4467 -3.5712  0.063
H: -6.1283 -0.1880 -3.7325  0.133
H: -5.8819 0.5745 -2.2295  0.123

Cartesian forces (eV/Å) of the 3 atoms listed first:
O 0.09 0.75 -0.69
S 3.13 -2.04 -3.01
O -0.43 1.60 2.72

Results
Kohn-Sham gap: 10.684 eV
DFT total energy: -10594.67500 Ha
ΔE to the lowest compared entry with this formula, charge and spin: 858.1 kJ/mol
Maximum force: 5.24 eV/Å
2S+1: 1